(1)
C5H10O | the ωB97M-V functional and the def2-TZVPD basis

```
16
Properties=species:S:1:pos:R:3:forces:R:3:lowdin_charge:R:1
C -2.249634 0.278249 0.036361 -0.2 0.1 0.1 -0.1332
C -0.876187 -0.272108 0.369993 0.2 0.7 -0.3 -0.2587
C 0.200323 0.585428 -0.472398 -1.1 0.1 0.5 -0.1973
C 1.465097 -0.250289 -0.702877 -0.9 -0.8 0.4 -0.1630
C 2.430409 -0.217176 0.420157 -0.3 -0.1 0.4 -0.2666
O 2.108443 0.181048 1.519944 0.4 0.0 -0.3 0.0291
H -3.056231 -0.120292 0.656270 0.1 0.0 0.0 0.0694
H -2.227216 1.365374 0.152569 -0.2 -0.1 0.0 0.0746
H -2.485373 0.054074 -1.012434 0.0 0.1 0.2 0.0754
H -0.606615 -0.171937 1.432226 -0.2 0.1 -0.3 0.1086
H -0.888240 -1.377672 0.187828 0.3 0.8 -0.3 0.1174
H -0.233566 0.851447 -1.439916 0.0 0.2 0.2 0.1103
H 0.404442 1.448471 0.154879 0.0 0.4 -0.3 0.1091
H 1.876466 -0.434050 -1.705273 -0.3 0.4 0.4 0.1190
H 0.703647 -0.993814 -0.412050 2.2 -2.0 -0.7 0.0866
H 3.440285 -0.650016 0.252487 -0.1 0.2 0.0 0.1193
```
Forces are in eV/Å.

Results
SMILES: CCCCC=O
HOMO level (Eh): -0.3592
Net charge: 0
2S+1: 1
HOMO-LUMO gap (Eh): 0.39906
Energy relative to the best compared isomer or geometry (same formula, charge and spin) (kJ/mol): 171.98

***

(2)
C6H10 | the ωB97M-V functional and the def2-TZVPD basis

```
16
Properties=species:S:1:pos:R:3:forces:R:3:lowdin_charge:R:1
C 2.398968 0.338205 0.184179 0.1 0.1 0.0 -0.1126
C 1.812992 -1.067396 -0.012227 0.1 0.0 0.0 -0.2652
C 0.384559 -1.060147 0.315633 -0.5 0.1 0.1 -0.0503
C -0.785272 -0.865058 0.535619 0.5 0.0 -0.1 -0.0535
C -2.131660 -0.288001 0.625677 0.0 0.0 0.0 -0.2620
C -2.091498 1.030966 -0.160654 0.0 0.1 -0.1 -0.1154
H 1.830075 1.072366 -0.396553 0.1 -0.1 0.1 0.0731
H 2.342413 0.633173 1.236228 0.0 0.0 -0.1 0.0748
H 3.446012 0.376303 -0.132908 -0.1 0.0 0.0 0.0680
H 1.935024 -1.372177 -1.058894 0.0 0.0 0.2 0.1083
H 2.357560 -1.796765 0.598244 -0.1 0.1 -0.1 0.1057
H -2.399046 -0.105648 1.673825 0.0 0.0 -0.2 0.1063
H -2.888224 -0.967102 0.213961 0.2 0.1 0.1 0.1055
H -1.787603 0.829474 -1.192915 -0.1 0.1 0.1 0.0763
H -3.052557 1.552557 -0.173362 0.0 -0.1 0.1 0.0670
H -1.339437 1.692098 0.281989 -0.1 -0.1 -0.1 0.0742
```
Forces are in eV/Å.

Results
SMILES: CCC#CCC
HOMO level (Eh): -0.3439
Net charge: 0
2S+1: 1
HOMO-LUMO gap (Eh): 0.38392
Energy relative to the best compared isomer or geometry (same formula, charge and spin) (kJ/mol): 131.94